Formula: C4H15N2O2
Source: the OMol25 dataset
Level of theory: ωB97M-V with the def2-TZVPD basis set

The calculation puts the gap between HOMO and LUMO at 0.384 Ha. As for the calculated total energy: -11460.016 eV. Its total charge is +1. Its energy above the lowest of the compared OMol25 structures with the same formula, charge and spin is 119.77 kJ/mol. The HOMO energy comes out at -13.38 eV.

XYZ file:
```
23
Properties=species:S:1:pos:R:3:forces:R:3
N -1.03911 2.10267 0.87712 1.32 0.41 -0.28
C -0.31692 1.11758 1.74511 -1.03 -0.22 0.79
C 1.02042 0.72939 1.12684 0.51 0.62 -0.43
N 1.06112 0.99560 -0.31340 0.28 -0.33 -0.49
C 1.05174 -0.17070 -1.21372 -0.62 -0.65 0.68
C -0.33450 -0.35464 -1.80271 -0.25 0.55 -0.17
O -1.32864 -0.28498 -0.76654 0.16 -0.19 0.14
H -1.28059 1.54945 0.04350 -0.91 -0.20 0.02
H -0.38246 2.76898 0.46658 0.19 0.15 0.24
H -1.75940 2.63308 1.36107 -0.41 -0.41 -0.24
H -0.26179 1.47968 2.77838 0.34 0.30 -0.39
H -1.03329 0.30421 1.81076 0.22 -0.38 -0.16
H 1.81047 1.33823 1.56452 -0.04 -0.03 0.29
H 1.22885 -0.30840 1.37571 0.04 -0.12 -0.03
H 1.86114 1.55046 -0.57328 0.09 0.14 0.38
H 1.84670 -0.13503 -1.95404 -0.15 0.36 -0.27
H 1.26200 -1.07959 -0.64571 0.13 -0.08 0.24
H -0.43503 -1.27949 -2.37104 0.05 0.00 -0.01
H -0.58815 0.48728 -2.44492 0.13 -0.06 -0.24
H -1.41371 -1.15550 -0.35499 -0.03 -0.02 -0.04
H -0.03301 -3.86572 -0.93854 0.00 -0.24 0.04
H -0.47589 -4.65226 0.31121 0.01 0.15 -0.14
O -0.45995 -3.77031 -0.08191 -0.01 0.24 0.05
```
Forces are in eV/Å.